ORCA calculation (the ωB97M-V functional and the def2-TZVPD basis) on a structure of composition C22H41CsN5O2SSbSe2.

The geometry in XYZ format:
```
75
Properties=species:S:1:pos:R:3:forces:R:3
Cs -0.0562 -2.4741 -0.6954 -0.1 -0.1 0.0
O 2.9139 -2.3468 4.6322 0.0 0.0 0.0
C 3.2889 -2.6505 3.2849 0.0 0.0 0.0
C 2.8708 -1.5714 2.2739 0.0 0.0 0.0
C 3.7673 -0.3432 2.4702 0.0 0.0 0.0
O 3.7052 0.2066 3.7868 0.0 0.0 0.0
C 3.1181 -2.1773 0.8832 0.0 0.0 0.0
Se 2.9990 -0.9684 -0.6785 0.1 0.0 0.0
C 1.4002 -1.1577 2.4657 0.0 0.0 0.0
Se 0.1357 -2.5946 2.9955 0.0 0.0 0.0
H 1.9432 -2.4597 4.6437 0.0 0.0 0.0
H 2.8529 -3.6087 2.9913 0.0 0.0 0.0
H 4.3784 -2.7463 3.2793 0.0 0.0 0.0
H 3.4829 0.4371 1.7653 0.0 0.0 0.0
H 4.8014 -0.6316 2.2317 0.0 0.0 0.0
H 3.4768 -0.5224 4.3851 0.0 0.0 0.0
H 2.4172 -3.0124 0.7669 0.0 0.0 0.0
H 4.1168 -2.6212 0.8644 0.0 0.0 0.0
H 1.0656 -0.6866 1.5374 0.0 0.0 0.0
H 1.3417 -0.4002 3.2457 0.0 0.0 0.0
N -2.6449 -3.6430 1.0325 0.0 0.0 0.0
C -3.2420 -2.4458 0.9004 0.0 0.0 0.0
N -2.8810 -1.5172 1.8009 0.0 0.0 0.0
S -4.3589 -2.1284 -0.3271 0.0 0.0 0.0
H -1.8452 -3.7274 1.6549 0.0 0.0 0.0
H -2.7459 -4.3120 0.2848 0.0 0.0 0.0
H -2.0403 -1.6566 2.3747 0.0 0.0 0.0
H -3.2567 -0.5952 1.6741 0.0 0.0 0.0
C -0.7831 3.0713 1.9111 0.0 0.0 0.0
C 0.2530 3.0718 0.7868 0.0 0.0 0.0
C 1.5692 2.5425 1.3600 0.0 0.0 0.0
C 0.4482 4.4997 0.2864 0.0 0.0 0.0
Sb -0.3885 1.5982 -0.7239 0.0 0.0 0.0
C 0.7677 2.2050 -2.5108 0.0 0.0 0.0
C 2.2388 2.3849 -2.1365 0.0 0.0 0.0
C 0.2853 3.4675 -3.2186 0.0 0.0 0.0
C 0.6702 1.0062 -3.4588 0.0 0.0 0.0
C -2.4368 2.2927 -1.2284 0.0 0.0 0.0
C -3.3548 1.6886 -0.1625 0.0 0.0 0.0
C -2.6695 3.7983 -1.2899 0.0 0.0 0.0
C -2.8239 1.6508 -2.5618 0.0 0.0 0.0
H -0.3917 3.6436 2.7617 0.0 0.0 0.0
H -0.9923 2.0599 2.2701 0.0 0.0 0.0
H -1.7249 3.5331 1.6086 0.0 0.0 0.0
H 1.9256 3.2230 2.1439 0.0 0.0 0.0
H 2.3531 2.4500 0.6082 0.0 0.0 0.0
H 1.4440 1.5581 1.8118 0.0 0.0 0.0
H 0.7444 5.1370 1.1310 0.0 0.0 0.0
H -0.4606 4.9220 -0.1435 0.0 0.0 0.0
H 1.2390 4.5679 -0.4601 0.0 0.0 0.0
H 2.4074 3.2905 -1.5520 0.0 0.0 0.0
H 2.8264 2.4795 -3.0595 0.0 0.0 0.0
H 2.6332 1.5339 -1.5774 0.0 0.0 0.0
H 0.3245 4.3427 -2.5675 0.0 0.0 0.0
H -0.7301 3.3761 -3.6038 0.0 0.0 0.0
H 0.9424 3.6651 -4.0766 0.0 0.0 0.0
H 1.1097 0.1157 -3.0009 0.0 0.0 0.0
H 1.2330 1.2174 -4.3773 0.0 0.0 0.0
H -0.3603 0.7816 -3.7452 0.0 0.0 0.0
H -3.1116 2.0297 0.8458 0.0 0.0 0.0
H -3.3240 0.5974 -0.1859 0.0 0.0 0.0
H -4.3942 1.9760 -0.3685 0.0 0.0 0.0
H -2.5310 4.2669 -0.3142 0.0 0.0 0.0
H -3.7070 3.9924 -1.5969 0.0 0.0 0.0
H -2.0144 4.3003 -2.0021 0.0 0.0 0.0
H -2.6778 0.5674 -2.5421 0.0 0.0 0.0
H -2.2684 2.0575 -3.4072 0.0 0.0 0.0
H -3.8910 1.8246 -2.7520 0.0 0.0 0.0
N -1.2099 -5.3900 -1.3426 0.0 0.0 0.0
C -1.3951 -6.4670 -1.7301 0.0 0.0 0.0
C -1.6239 -7.7692 -2.1985 0.0 0.0 0.0
C -2.1247 -7.9719 -3.5024 0.0 0.0 0.0
N -2.5379 -8.1465 -4.5689 0.0 0.0 0.0
C -1.3527 -8.8825 -1.3745 0.0 0.0 0.0
N -1.1401 -9.8046 -0.7091 0.0 0.0 0.0
```
Forces are in eV/Å.

Results
Net charge = -2
Gap between HOMO and LUMO = 0.2104 Eh
Total energy = -6748.69795 Ha
Energy above the lowest of the compared OMol25 structures with the same formula, charge and spin = 0.00 kcal per mole

Löwdin atomic charge list, values in e, 8 entries: Cs 0.659; O -0.130; C -0.255; C -0.592; C -0.244; O -0.083; C -0.646; Se 0.275